No. 1
A gas-phase ion, C6H10IN2 (charge +1) at a distorted geometry, computed with wB97M-V/def2-TZVPD.

Values from the calculation:
Lowest unoccupied orbital energy, eV: -3.5
Multiplicity: 1
E_HOMO, eV: -13.0873
F_max, Eh/bohr: 0.06426
Relative energy (zero: lowest compared OMol25 entry of this formula, charge and spin), eV: 2.4276
Total charge: +1

Last column: natural (NBO) charge in e.
Atoms and positions in Å:
1 H -1.15 2.12 1.82  0.42
2 N -0.68 1.63 1.09  -0.72
3 C -1.11 0.87 0.20  0.19
4 I -3.01 0.03 -0.03  0.26
5 C -0.22 0.77 -1.04  -0.21
6 N 1.11 1.42 -0.58  -0.73
7 C 0.17 -0.64 -1.44  -0.27
8 C 0.12 -1.76 -0.67  -0.15
9 C -0.16 -1.81 0.72  -0.25
10 C 0.25 -0.93 1.62  -0.35
11 H -0.83 1.06 -2.00  0.31
12 H 0.91 1.95 0.36  0.48
13 H 1.48 2.13 -1.16  0.44
14 H 1.65 0.56 -0.42  0.46
15 H 0.48 -0.59 -2.51  0.24
16 H 0.44 -2.74 -1.08  0.25
17 H -0.79 -2.63 1.04  0.24
18 H 0.14 -1.08 2.69  0.24
19 H 1.21 -0.37 1.40  0.17



No. 2
A gas-phase ion, C6H10NO2 (charge +1) at a distorted geometry, computed with wB97M-V/def2-TZVPD.

Values from the calculation:
Lowest unoccupied orbital energy, eV: -5.0
Multiplicity: 1
E_HOMO, eV: -12.7922
F_max, Eh/bohr: 0.10110
Relative energy (zero: lowest compared OMol25 entry of this formula, charge and spin), eV: 0.6468
Total charge: +1

Last column: natural (NBO) charge in e.
Atoms and positions in Å:
1 C -1.87 -1.10 1.75  -0.42
2 N -0.74 -0.78 0.96  -0.49
3 C 0.52 -0.74 1.34  0.20
4 C 1.60 -0.54 0.58  -0.43
5 C 1.64 -0.33 -0.75  0.02
6 C 0.89 0.34 -1.71  -0.47
7 C 0.05 1.42 -1.63  0.75
8 O -0.48 2.10 -0.49  -0.67
9 O -0.32 1.90 -2.79  -0.60
10 H -2.52 -0.20 1.81  0.23
11 H -2.41 -1.91 1.16  0.23
12 H -1.63 -1.42 2.79  0.23
13 H -0.96 -0.97 0.02  0.41
14 H 0.50 -0.92 2.48  0.23
15 H 2.55 -0.90 0.95  0.26
16 H 2.46 -0.81 -1.27  0.23
17 H 1.34 0.05 -2.64  0.27
18 H 0.18 2.11 0.24  0.51
19 H -0.78 2.70 -2.80  0.52



No. 3
A molecular structure, C30H43N4O5S2Ti, computed with wB97M-V/def2-TZVPD.

Values from the calculation:
Lowest unoccupied orbital energy (alpha / beta), eV: 2.5 / 2.5
Multiplicity: 3
E_HOMO (alpha / beta), eV: -2.2403 / -2.9742
F_max, Eh/bohr: 0.01689
Relative energy (zero: lowest compared OMol25 entry of this formula, charge and spin), eV: 1.4532
Total charge: -1

Last column: Mulliken charge in e.
Atoms and positions in Å:
1 Ti -0.66 0.60 -1.33  0.41
2 C 2.96 0.51 -3.91  -0.90
3 N 1.81 1.18 -4.51  0.17
4 C 1.56 0.91 -5.91  -1.03
5 C 0.94 1.81 -3.70  1.05
6 O 1.14 1.96 -2.50  -0.72
7 C -0.35 2.39 -4.30  -1.12
8 O -1.21 2.89 -3.33  -0.33
9 C -0.74 3.96 -2.52  -0.66
10 C -0.77 3.60 -1.06  0.03
11 O -0.79 2.35 -0.65  0.73
12 N -0.18 4.55 -0.18  0.26
13 C 0.32 3.99 1.06  -1.11
14 C -0.96 5.76 0.02  -1.02
15 H 3.89 1.01 -4.19  0.31
16 H 2.99 -0.52 -4.26  0.33
17 H 2.85 0.52 -2.83  0.13
18 H 2.21 1.51 -6.56  0.31
19 H 0.52 1.11 -6.17  0.40
20 H 1.75 -0.14 -6.11  0.33
21 H -0.90 1.59 -4.80  0.37
22 H -0.08 3.15 -5.05  0.45
23 H -1.39 4.83 -2.72  0.42
24 H 0.28 4.26 -2.82  0.20
25 H 0.94 3.12 0.86  0.05
26 H -0.50 3.68 1.73  0.39
27 H 0.92 4.75 1.57  0.49
28 H -1.22 6.21 -0.93  0.28
29 H -0.36 6.48 0.58  0.35
30 H -1.89 5.56 0.57  0.32
31 S 1.50 -0.08 -0.21  -0.60
32 C 1.05 -1.05 1.20  -0.83
33 N 2.12 -1.53 2.00  0.26
34 C 1.72 -2.51 2.98  -0.87
35 C 0.40 -2.13 3.66  -0.75
36 N -0.65 -1.96 2.69  0.27
37 C -1.62 -3.03 2.55  -2.41
38 C -1.14 -4.27 1.82  1.07
39 C -1.39 -4.43 0.46  -0.12
40 C -0.92 -5.55 -0.22  -0.73
41 C -0.19 -6.52 0.44  -0.40
42 C 0.06 -6.37 1.80  -0.65
43 C -0.40 -5.26 2.48  -0.10
44 C -0.24 -1.32 1.49  0.16
45 S -1.56 -0.76 0.44  -0.45
46 C 3.09 -0.54 2.45  -1.87
47 C 2.58 0.41 3.53  0.74
48 C 1.54 1.30 3.23  0.77
49 C 1.04 2.14 4.21  -0.76
50 C 1.57 2.11 5.50  -0.51
51 C 2.60 1.23 5.80  -0.59
52 C 3.10 0.39 4.81  -0.51
53 H 2.52 -2.60 3.73  0.40
54 H 1.60 -3.48 2.49  0.46
55 H 0.54 -1.20 4.23  0.29
56 H 0.10 -2.90 4.38  0.46
57 H -2.49 -2.63 2.02  0.60
58 H -1.96 -3.31 3.55  0.68
59 H -1.93 -3.65 -0.06  0.34
60 H -1.12 -5.64 -1.28  0.39
61 H 0.18 -7.38 -0.09  0.37
62 H 0.63 -7.13 2.33  0.38
63 H -0.20 -5.15 3.54  0.32
64 H 3.39 0.05 1.58  0.41
65 H 3.97 -1.07 2.82  0.57
66 H 1.13 1.31 2.23  0.02
67 H 0.24 2.82 3.97  0.41
68 H 1.17 2.76 6.26  0.39
69 H 3.01 1.20 6.80  0.36
70 H 3.90 -0.31 5.05  0.34
71 C -0.22 -1.84 -2.89  -0.97
72 O -0.31 -0.44 -2.85  -0.11
73 H -1.07 -2.31 -2.37  0.11
74 H 0.70 -2.17 -2.40  0.29
75 H -0.23 -2.18 -3.93  0.31
76 C -4.58 -0.64 -2.66  -0.95
77 O -3.19 -0.35 -2.61  -0.06
78 C -2.70 0.59 -1.76  0.90
79 C -3.72 1.34 -0.97  -1.50
80 H -4.96 -0.97 -1.68  0.31
81 H -4.69 -1.45 -3.37  0.28
82 H -5.17 0.22 -2.99  0.32
83 H -3.21 2.11 -0.39  0.14
84 H -4.23 0.68 -0.25  0.33
85 H -4.48 1.81 -1.59  0.44



No. 4
A molecular structure, C29H25F3NO10S5SbZr at a distorted geometry, computed with wB97M-V/def2-TZVPD.

Values from the calculation:
Lowest unoccupied orbital energy, eV: 4.0
Multiplicity: 1
E_HOMO, eV: -1.7487
F_max, Eh/bohr: 0.04117
Relative energy (zero: lowest compared OMol25 entry of this formula, charge and spin), eV: 3.0621
Total charge: -2

Last column: Mulliken charge in e.
Atoms and positions in Å:
1 Zr 1.36 1.35 -0.67  -0.59
2 O 3.88 1.35 5.07  -0.57
3 C 3.28 1.28 3.85  0.99
4 C 2.96 0.04 3.28  -0.58
5 C 2.36 0.07 2.06  -1.19
6 N 2.13 1.21 1.43  1.23
7 C 2.28 2.42 2.02  -0.02
8 C 2.91 2.48 3.25  -1.39
9 C 1.22 3.38 1.53  0.44
10 O 0.98 4.43 2.08  -0.75
11 O 0.52 2.83 0.57  0.04
12 C 1.59 -1.06 1.38  0.07
13 O 1.65 -2.20 1.80  -0.80
14 O 0.79 -0.60 0.46  1.08
15 H 3.92 0.45 5.42  0.30
16 H 3.10 -0.90 3.80  0.39
17 H 3.05 3.43 3.75  0.51
18 S -0.11 3.04 -2.20  -0.14
19 S 1.63 4.00 -2.80  -0.13
20 S 2.44 4.93 -1.15  -0.17
21 S 3.49 3.45 -0.11  -0.12
22 O 2.57 -0.79 -3.49  -0.73
23 S 1.87 0.43 -3.15  1.43
24 O 1.48 1.22 -4.27  -0.68
25 O 2.72 1.26 -2.13  -0.40
26 O 0.68 0.12 -2.19  0.13
27 C 1.82 -2.86 -1.33  -0.35
28 C 3.24 -2.52 -0.93  -0.98
29 O 3.43 -1.14 -0.57  0.55
30 C 4.82 -0.93 -0.31  -0.63
31 C 5.15 0.53 -0.20  -0.80
32 H 1.82 -3.89 -1.71  0.49
33 H 1.48 -2.19 -2.12  0.01
34 H 1.15 -2.78 -0.48  -0.17
35 H 3.91 -2.73 -1.76  0.46
36 H 3.53 -3.13 -0.08  0.39
37 H 5.40 -1.37 -1.12  0.48
38 H 5.08 -1.46 0.62  0.33
39 H 4.73 1.09 -1.03  0.07
40 H 6.24 0.66 -0.21  0.44
41 H 4.76 0.97 0.73  0.03
42 F -7.78 2.11 -0.77  -0.37
43 C -6.46 1.79 -0.67  0.40
44 C -6.12 0.46 -0.49  -0.69
45 C -4.78 0.13 -0.38  0.03
46 C -3.79 1.11 -0.45  -0.61
47 C -4.18 2.44 -0.64  -0.42
48 C -5.53 2.79 -0.76  -0.48
49 Sb -1.71 0.59 -0.25  0.87
50 C -2.03 -0.80 -1.86  0.38
51 C -2.52 -0.26 -3.05  -0.56
52 C -2.69 -1.05 -4.18  -0.68
53 C -2.36 -2.39 -4.10  0.49
54 F -2.54 -3.17 -5.19  -0.38
55 C -1.86 -2.96 -2.96  -0.88
56 C -1.68 -2.15 -1.83  0.06
57 C -2.18 -0.58 1.48  0.44
58 C -2.83 0.10 2.51  -0.60
59 C -3.00 -0.47 3.77  -0.65
60 C -2.51 -1.73 3.99  0.40
61 F -2.64 -2.28 5.21  -0.38
62 C -1.86 -2.45 3.01  -0.69
63 C -1.69 -1.86 1.75  -0.01
64 H -6.90 -0.29 -0.43  0.41
65 H -4.49 -0.91 -0.24  0.28
66 H -3.42 3.22 -0.72  0.37
67 H -5.85 3.82 -0.91  0.43
68 H -2.74 0.80 -3.11  0.39
69 H -3.05 -0.64 -5.11  0.41
70 H -1.58 -4.01 -2.95  0.43
71 H -1.24 -2.59 -0.94  -0.10
72 H -3.20 1.11 2.34  0.36
73 H -3.49 0.07 4.58  0.42
74 H -1.45 -3.43 3.23  0.44
75 H -1.12 -2.40 1.01  -0.22



> Which value of multiplicity does entry 4 give?

1



> Which of these has the highest F_max?

C6H10NO2